A 13-piece molecular cluster, C75H188N12O25 overall in a non-equilibrium geometry, computed with the ωB97M-V functional and the def2-TZVPD basis.

Structure (XYZ):
```
300
Properties=species:S:1:pos:R:3:forces:R:3
C 10.22257 4.90603 1.62447 0.000 0.271 -1.148
O 9.19785 5.45410 0.73955 1.042 -0.580 0.916
C 8.03284 4.63108 0.66809 -0.586 1.494 -1.425
C 7.19008 5.11929 -0.64153 1.058 -0.843 1.143
N 5.96198 4.36631 -0.86808 -0.017 0.029 -1.319
C 5.17928 4.82554 -2.08061 0.092 -0.345 1.451
C 4.58735 6.22265 -1.82364 0.498 -1.992 -0.854
O 3.89812 6.09144 -0.61586 0.064 0.641 0.595
C 3.56471 7.36449 -0.13290 -0.059 0.144 1.046
H 9.98744 4.72110 2.67262 -0.860 0.159 -0.002
H 11.07459 5.58566 1.64089 -0.238 0.257 -0.254
H 10.59788 3.97083 1.20896 -0.099 -0.218 -0.079
H 7.49348 4.86400 1.58621 -0.581 -0.512 0.019
H 8.31650 3.58055 0.60465 -0.235 -0.128 -0.084
H 7.82261 4.98074 -1.51835 0.231 -0.286 0.027
H 7.08520 6.20316 -0.59337 -0.218 0.270 0.490
H 5.32646 4.40713 -0.08415 0.053 0.124 0.113
H 4.35757 4.12087 -2.20843 -0.056 -0.075 0.115
H 5.75597 4.76750 -3.00373 0.344 0.182 0.193
H 3.86780 6.44985 -2.61023 0.177 0.494 -0.297
H 5.45072 6.88740 -1.79529 -0.363 0.680 0.197
H 4.45090 7.96817 0.06286 0.288 0.300 -0.715
H 3.18021 7.30128 0.88508 -0.604 -0.472 -0.156
H 2.84487 7.84673 -0.79424 0.043 0.306 0.045
C -8.65632 11.55845 -1.58149 0.593 -0.519 0.186
O -8.15900 10.23049 -1.41479 -0.087 0.064 -0.183
C -7.65343 9.62541 -2.59693 0.412 0.241 0.280
C -6.95035 8.29390 -2.25644 -0.586 1.426 -0.307
N -5.64030 8.44716 -1.57381 -0.751 -0.566 -0.766
C -5.06622 7.10288 -1.39249 -0.251 0.417 0.654
C -3.88808 7.07549 -0.42194 0.064 -1.097 -1.638
O -4.32818 6.79469 0.85173 -0.438 0.124 2.602
C -3.29170 6.63683 1.83581 0.147 0.486 -0.416
H -9.69055 11.62736 -1.91869 -0.186 -0.392 -0.049
H -8.04360 12.08412 -2.31385 0.150 0.267 0.088
H -8.57703 12.01227 -0.59363 -0.023 0.209 -0.176
H -6.96252 10.29111 -3.11421 0.511 0.264 0.248
H -8.44422 9.52364 -3.34016 -0.423 -0.629 0.069
H -6.86119 7.81379 -3.23093 0.522 -0.305 0.084
H -7.68822 7.72690 -1.68885 0.080 -0.378 0.294
H -5.83008 8.81105 -0.65094 -0.074 0.232 0.187
H -4.77638 6.70106 -2.36338 0.041 0.061 -0.007
H -5.82232 6.45929 -0.94283 -0.127 -0.493 -0.135
H -3.33619 8.00337 -0.57214 0.397 0.122 0.484
H -3.30804 6.18894 -0.67827 0.738 0.227 -0.645
H -2.70806 5.71653 1.81335 -0.167 -0.445 -0.854
H -3.66737 6.62776 2.85898 -0.591 0.476 -0.285
H -2.57154 7.44391 1.70128 0.061 0.202 0.273
C -0.87829 0.88908 -4.58227 0.509 -0.229 0.104
O -0.06330 0.52416 -3.46734 -0.257 0.013 0.524
C -0.35088 1.23417 -2.25888 -0.965 1.058 -0.469
C -1.69997 0.81541 -1.61779 1.416 -0.718 -0.152
N -1.67974 -0.63708 -1.30325 -0.617 0.546 1.204
C -0.81245 -1.14323 -0.19127 -0.223 0.488 0.227
C -1.00146 -0.50681 1.20572 -0.205 1.137 0.025
O -0.09898 -1.06859 2.14126 0.283 -0.099 0.750
C -0.16063 -0.54574 3.47733 0.375 -0.211 0.251
H -0.59171 0.18572 -5.36409 -0.206 0.074 -0.047
H -0.67270 1.89924 -4.93641 0.233 0.217 0.109
H -1.95301 0.83431 -4.40887 -0.046 -0.275 0.212
H -0.41408 2.29613 -2.49629 -0.145 0.396 -0.211
H 0.49270 1.21523 -1.56885 0.075 -0.800 -0.087
H -2.50660 0.99689 -2.32807 -0.009 -0.201 -0.103
H -1.92329 1.49502 -0.79538 0.122 -0.385 0.407
H -1.37875 -1.04346 -2.17752 0.075 -0.512 0.114
H 0.23774 -1.01658 -0.45426 0.308 -0.108 0.171
H -1.00011 -2.20036 -0.00323 -0.054 -0.141 -0.594
H -2.00365 -0.54976 1.63219 -0.436 -0.435 -0.434
H -0.79283 0.56154 1.14897 0.135 0.378 -0.145
H -0.33674 0.52280 3.60108 0.009 0.278 -0.763
H 0.77935 -0.74767 3.99089 0.355 -0.025 -0.516
H -0.86482 -1.00330 4.17222 -0.706 -0.499 -0.593
C 1.22087 -7.81825 1.28555 0.681 1.886 -0.476
O 0.41621 -8.91455 1.17149 -0.728 -1.762 0.317
C 0.80545 -9.87198 0.22293 -0.665 -1.140 -1.290
C -0.07297 -11.11939 0.27916 -0.892 -0.364 0.954
N -1.54844 -10.88692 0.24123 1.007 -0.446 -0.053
C -2.05097 -10.15475 -0.92860 -0.028 -0.955 -0.622
C -1.69920 -10.83227 -2.30783 0.857 2.050 0.894
O -2.21095 -9.99054 -3.35193 0.628 -0.791 0.028
C -1.78436 -10.45594 -4.63198 -1.711 -0.036 -0.288
H 2.13799 -7.89487 1.86960 0.136 -0.729 0.200
H 0.66052 -7.00570 1.74802 -0.210 -0.071 0.003
H 1.52067 -7.47379 0.29582 0.107 0.225 -0.231
H 1.84181 -10.20883 0.24703 0.307 0.338 0.480
H 0.60818 -9.57859 -0.80814 0.337 1.170 -0.209
H 0.14620 -11.67086 1.19346 -0.258 0.087 0.325
H 0.18558 -11.85283 -0.48459 0.213 0.387 -0.390
H -1.70690 -10.27250 1.02703 -0.374 -0.073 0.272
H -1.72136 -9.12305 -0.80597 0.042 0.268 -0.980
H -3.14039 -10.17479 -0.89921 -0.077 0.181 0.265
H -2.01032 -11.87552 -2.36197 -0.443 0.013 -0.026
H -0.61756 -10.80239 -2.43923 0.337 -0.333 0.132
H -2.09128 -11.49477 -4.75340 0.184 -0.311 0.037
H -0.74913 -10.36220 -4.96003 0.346 0.284 0.771
H -2.40554 -9.91140 -5.34311 0.158 0.165 -0.087
C -7.17428 0.67025 -1.95071 0.470 -0.761 0.231
O -6.73899 -0.59456 -2.53291 -0.221 0.903 0.148
C -6.77650 -0.51517 -3.95743 0.140 0.075 -0.421
C -6.40477 -1.80779 -4.71324 0.200 0.884 1.325
N -4.99250 -2.03327 -4.67109 1.625 -0.761 -1.219
C -4.56200 -3.16999 -5.54845 0.202 0.868 1.035
C -3.11552 -3.59409 -5.29469 -0.269 0.248 -0.549
O -2.95077 -3.84743 -3.94314 0.176 -0.008 1.485
C -1.78717 -4.57619 -3.64695 0.111 -1.099 -0.375
H -6.89019 1.54459 -2.53631 -0.257 -0.161 -0.547
H -6.68691 0.87313 -0.99708 0.292 -0.675 0.092
H -8.23868 0.64339 -1.71739 -0.163 0.067 -0.452
H -6.06264 0.25080 -4.26040 0.104 0.182 -0.212
H -7.76327 -0.19715 -4.29396 -0.305 0.021 0.056
H -6.63635 -1.66482 -5.76872 -0.520 -0.052 0.054
H -6.96959 -2.62232 -4.25979 -0.391 -0.362 -0.239
H -4.58038 -2.11488 -3.75262 -0.283 -0.195 0.153
H -4.63994 -2.87797 -6.59570 -0.151 0.099 -0.075
H -5.21432 -4.02693 -5.38043 -0.086 -0.319 -0.030
H -2.38118 -2.85948 -5.62514 -0.047 0.530 -0.073
H -2.87501 -4.48408 -5.87621 -0.234 -0.373 -0.196
H -1.71386 -4.90169 -2.60928 -0.400 0.642 0.170
H -0.84445 -4.11430 -3.94027 -0.029 0.550 -0.017
H -1.83172 -5.51859 -4.19284 0.077 -0.280 -0.296
C -6.34909 -7.19370 -1.25473 1.181 0.667 1.889
O -6.35574 -6.69805 0.14674 -0.610 -1.272 -0.941
C -5.62460 -5.52699 0.32846 -0.304 1.920 -0.123
C -5.75549 -4.91501 1.78031 -0.129 -1.753 -0.964
N -5.44446 -5.93688 2.80815 0.793 0.282 -0.827
C -3.99819 -6.18113 2.83200 0.260 -0.371 -0.004
C -3.59535 -7.24471 3.81621 -0.786 -0.158 1.430
O -4.19973 -8.51368 3.53814 0.265 0.419 -0.525
C -3.93505 -9.47635 4.53944 -0.661 -0.076 -0.404
H -6.86976 -8.15088 -1.28315 -0.151 0.353 0.081
H -5.29665 -7.35163 -1.49039 0.113 -0.258 -0.236
H -6.70516 -6.45328 -1.97104 -0.476 0.052 0.208
H -6.04489 -4.78513 -0.35059 -0.073 0.492 -0.167
H -4.58767 -5.59754 -0.00002 0.376 -0.488 0.242
H -6.78344 -4.57446 1.90452 -0.005 -0.038 0.101
H -5.09206 -4.05443 1.86609 0.046 -0.039 -0.002
H -5.83236 -6.78824 2.42760 -0.504 -0.347 0.260
H -3.52452 -5.22256 3.04386 0.271 -0.114 0.402
H -3.49391 -6.55507 1.94095 -0.558 0.258 -1.040
H -3.95962 -6.93843 4.79683 0.106 0.065 0.411
H -2.51064 -7.34066 3.86412 0.226 -0.038 -0.105
H -4.48252 -9.25047 5.45451 0.390 0.420 0.399
H -2.86317 -9.61396 4.68166 0.067 0.037 0.280
H -4.38455 -10.42116 4.23385 0.224 -0.012 -0.417
C 2.58780 5.49354 -15.69677 0.661 -1.320 -0.134
O 3.40219 4.43658 -15.05847 -0.965 2.130 -0.436
C 3.52182 3.32481 -15.91485 0.152 -0.931 1.397
C 4.58311 2.37858 -15.27357 -0.666 0.414 -0.233
N 4.27298 2.03731 -13.87135 -1.542 0.685 -1.314
C 5.38234 1.56409 -13.12462 -0.222 0.070 1.407
C 4.99565 1.53293 -11.62708 0.257 -0.093 0.202
O 4.81427 2.83363 -11.11366 0.125 0.773 0.785
C 4.40639 2.89742 -9.72125 0.560 0.043 -1.145
H 1.58604 5.13567 -15.93454 -0.140 -0.324 0.166
H 3.05378 5.71980 -16.65581 0.114 0.276 -0.046
H 2.46278 6.40982 -15.11978 0.550 -0.390 0.423
H 3.77843 3.62920 -16.92954 0.280 -0.088 -0.122
H 2.55805 2.81575 -15.92525 -0.223 -0.232 -0.259
H 5.54263 2.88145 -15.39426 0.405 0.146 0.232
H 4.63999 1.46853 -15.87079 -0.063 -0.134 -0.014
H 4.06529 2.90017 -13.38923 -0.665 0.399 -0.246
H 6.13166 2.33958 -13.28346 1.220 -0.650 0.315
H 5.62261 0.53662 -13.39791 0.564 0.152 -0.203
H 5.77165 1.04695 -11.03570 0.290 -0.262 -0.081
H 4.07112 0.97788 -11.46805 -0.200 -0.309 -0.284
H 4.45011 3.94451 -9.42158 -0.725 0.092 -0.416
H 5.10757 2.47326 -9.00255 0.314 -0.775 -0.348
H 3.43673 2.40639 -9.63908 -0.150 0.293 0.336
C -0.59226 2.85644 -13.01971 0.729 0.827 0.369
O -0.32565 1.59999 -12.42538 -0.749 -0.724 -0.982
C -1.19563 0.53993 -12.84057 -1.462 -0.019 0.159
C -0.99828 -0.09817 -14.21747 1.299 1.081 0.919
N 0.25637 -0.80424 -14.27885 -0.207 -0.438 0.971
C 0.41008 -1.51523 -15.49550 0.436 -1.448 -0.608
C -0.62814 -2.64071 -15.72017 -0.020 0.212 -0.640
O -1.41316 -2.29697 -16.86951 -0.994 -0.348 0.338
C -2.57805 -3.12532 -17.04113 0.606 -0.008 -0.037
H -0.54832 2.95864 -14.10402 0.243 -0.751 -0.279
H 0.19731 3.49477 -12.62323 0.027 0.112 -0.102
H -1.52754 3.35103 -12.75752 -0.451 -0.517 0.488
H -2.23901 0.85526 -12.83677 -0.266 0.855 -0.145
H -1.28096 -0.20297 -12.04753 1.016 -0.209 0.027
H -0.94783 0.70616 -14.95137 -0.660 0.239 -0.432
H -1.81728 -0.78258 -14.43864 -0.050 0.188 0.056
H 1.04815 -0.17897 -14.23151 -0.108 0.324 0.491
H 1.40318 -1.95775 -15.41784 0.089 -0.147 -0.425
H 0.39873 -0.83564 -16.34763 -0.150 -0.115 -0.541
H -1.22226 -2.81206 -14.82253 -0.333 0.380 0.152
H -0.21716 -3.62744 -15.93365 0.648 0.003 0.023
H -2.44548 -4.12979 -16.63918 0.315 -0.119 0.154
H -2.77077 -3.26045 -18.10541 0.062 0.306 -0.019
H -3.47176 -2.72535 -16.56216 0.048 0.350 0.085
C 0.02071 0.10351 15.30678 0.320 -0.740 0.868
O -0.53192 -1.09037 15.87730 -0.539 -0.649 -0.416
C 0.30144 -2.24714 16.14727 0.645 0.927 -1.285
C 1.14766 -2.62494 14.91787 -0.936 0.131 -0.911
N 0.24966 -2.97145 13.78058 -0.021 -0.069 0.731
C 0.87649 -3.11057 12.44974 -1.164 0.544 1.951
C -0.16209 -3.56968 11.45484 0.473 0.106 -0.499
O -1.05351 -2.47571 11.08275 -0.383 -1.988 0.019
C -2.30983 -3.00457 10.55885 0.579 0.928 -0.068
H 0.65195 -0.05020 14.43156 0.005 -0.222 -0.075
H 0.61458 0.57777 16.08813 0.196 0.374 -0.114
H -0.79650 0.76296 15.01457 -0.121 -0.226 0.189
H -0.32989 -3.10461 16.38020 -0.355 0.399 0.104
H 0.95624 -2.02149 16.98894 0.121 -0.053 0.151
H 1.79799 -3.47286 15.13280 0.010 -0.027 0.113
H 1.76599 -1.77469 14.63004 0.467 0.101 0.175
H -0.44798 -2.24363 13.72000 -0.253 0.066 0.073
H 1.66875 -3.83434 12.64099 0.218 0.042 -0.817
H 1.21955 -2.12219 12.14396 0.708 -0.048 -0.407
H -0.68225 -4.46093 11.80586 -0.445 0.268 0.391
H 0.42638 -3.94442 10.61736 -0.236 0.290 -0.772
H -2.90828 -3.52682 11.30531 0.207 0.016 0.254
H -2.19884 -3.65307 9.68982 0.506 -0.234 0.041
H -2.87527 -2.15267 10.18117 0.032 0.134 0.279
C 4.03739 -1.68758 -4.49856 -0.499 1.024 0.478
O 4.95575 -1.70967 -3.41414 1.043 -0.016 -0.972
C 4.82966 -0.74102 -2.38732 -1.578 -1.840 1.437
C 5.65267 -1.21587 -1.14456 1.293 1.105 -0.786
N 5.64540 -0.30605 0.00069 -1.579 -0.587 0.653
C 4.32728 -0.25352 0.69205 0.796 0.719 0.088
C 4.39414 0.67526 1.92273 0.832 -1.509 -0.183
O 4.06063 1.97211 1.49891 -0.647 -0.229 0.192
C 3.89698 2.85045 2.57350 0.281 0.665 0.131
H 4.07354 -0.77824 -5.09847 0.536 0.351 -0.023
H 3.01219 -1.66455 -4.12907 -0.268 -0.438 0.214
H 4.16998 -2.50736 -5.20458 0.333 -0.239 0.558
H 3.80809 -0.88351 -2.03491 -0.606 0.381 0.125
H 4.86860 0.32547 -2.60909 0.853 0.023 -0.565
H 6.71204 -1.32115 -1.37858 0.097 0.069 -0.559
H 5.38781 -2.23167 -0.85116 -0.559 0.171 0.096
H 5.86492 0.65049 -0.23797 0.309 0.045 -0.412
H 3.99031 -1.26828 0.90375 0.228 -0.013 0.336
H 3.54831 0.19496 0.07547 -0.209 0.011 -0.239
H 5.35771 0.65129 2.43170 0.953 0.300 -0.723
H 3.88534 0.20688 2.76525 -1.654 0.581 -0.068
H 4.85452 3.01025 3.06917 0.139 -0.157 0.418
H 3.14192 2.50832 3.28126 -0.007 -0.176 0.149
H 3.59841 3.83871 2.22377 -0.150 -0.138 -0.367
C 5.24701 1.99780 14.01683 -0.024 -0.698 -0.024
O 5.05029 0.59741 14.30315 0.853 1.007 0.585
C 6.24559 -0.05096 14.86675 -1.376 -1.073 -1.364
C 7.01433 -0.66526 13.69033 0.111 0.137 0.070
N 6.46786 -1.92896 13.16654 0.652 -0.049 -0.272
C 7.44505 -2.59414 12.30772 0.619 -1.906 -0.406
C 6.84876 -3.66856 11.33951 -0.668 1.603 0.392
O 5.97623 -2.89860 10.51189 -0.305 -0.139 -1.029
C 5.71613 -3.47017 9.22720 -0.448 0.348 0.465
H 5.91925 2.15284 13.17293 0.641 -0.098 0.210
H 5.57364 2.49370 14.93089 0.211 0.247 -0.156
H 4.34484 2.48909 13.65240 -0.479 -0.517 0.402
H 5.80346 -0.84077 15.47406 0.196 -0.160 0.012
H 6.90029 0.51418 15.53014 -0.272 0.771 -0.273
H 8.06617 -0.80221 13.94127 0.021 -0.418 0.338
H 7.06968 0.09695 12.91310 -0.148 0.253 -0.300
H 5.65237 -1.77477 12.59096 -0.222 0.370 0.094
H 8.20218 -3.10903 12.89910 -0.104 -0.167 0.566
H 8.08724 -1.98192 11.67457 -0.389 0.825 -0.258
H 6.26266 -4.43448 11.84741 0.010 -0.102 0.277
H 7.59055 -4.16554 10.71431 0.418 0.129 0.180
H 5.05822 -2.83022 8.63923 0.099 0.497 0.348
H 5.13160 -4.38567 9.31825 0.410 -0.481 0.040
H 6.63064 -3.57562 8.64354 0.146 -0.385 0.105
C -7.24121 2.50442 12.53411 -0.046 -0.572 0.021
O -6.11821 1.96956 11.81873 0.042 0.184 0.946
C -4.90603 1.94609 12.64865 -1.219 -0.205 -1.149
C -3.72297 1.61837 11.73983 -0.053 0.997 -0.322
N -3.41039 2.70803 10.81606 0.811 0.844 0.185
C -2.25863 2.44896 9.95574 -0.362 -0.223 -0.265
C -0.93420 2.29891 10.67971 0.322 -0.344 -0.726
O 0.09647 2.52504 9.70248 -0.158 -0.249 0.672
C 1.35889 1.86647 9.93088 -1.175 1.072 -0.557
H -7.34313 2.04905 13.51918 0.329 0.019 0.293
H -8.19214 2.25503 12.06334 0.313 -0.189 -0.617
H -7.24825 3.58913 12.64107 0.495 0.160 -0.018
H -4.97556 1.19681 13.43722 -0.261 -0.367 -0.051
H -4.89662 2.90467 13.16740 0.767 0.251 -0.225
H -3.84980 0.72624 11.12653 -0.562 -0.613 0.397
H -2.86227 1.43159 12.38203 0.127 0.108 0.038
H -4.17868 2.95775 10.20986 -0.349 -0.229 0.339
H -2.16161 3.19469 9.16669 -0.069 0.469 0.367
H -2.41393 1.53387 9.38425 0.023 -0.534 -0.147
H -0.88639 1.26267 11.01440 0.312 -0.131 0.350
H -0.86902 2.96748 11.53813 0.161 0.210 0.048
H 1.20403 0.79532 10.06039 0.219 -0.067 0.062
H 1.89251 2.32898 10.76121 0.026 -0.207 0.248
H 1.88503 2.11277 9.00859 0.323 -0.450 0.129
C -1.55442 7.53147 -7.29855 -0.599 -0.831 0.137
C -0.37603 7.76757 -6.38187 0.057 1.145 -0.243
C 0.29398 9.11616 -6.67824 0.997 0.056 -1.341
O -0.76449 7.78373 -5.04455 -0.463 -0.525 1.366
H -2.30891 8.31759 -7.26926 0.401 0.527 -0.429
H -2.14457 6.68984 -6.93594 0.295 -0.390 0.158
H -1.21507 7.24039 -8.29264 -0.198 0.490 -0.204
H 0.27627 6.89956 -6.47765 0.385 0.251 -0.001
H -0.40707 9.90156 -6.96068 -0.399 -0.098 0.304
H 0.93958 9.05522 -7.55436 -0.050 -0.269 -0.379
H 0.99129 9.53890 -5.95496 -0.347 -0.468 0.629
H -1.28263 8.57440 -4.87733 -0.084 0.105 0.018
```
Forces are in eV/Å.

Values from the calculation:
Net charge   0
Energy above the lowest of the compared OMol25 structures with the same formula, charge and spin   54.9 kcal per mole
Orbital gap   8.696 eV